Arrangement 1

The following is a DFT calculation (ωB97M-V with the def2-TZVPD basis set) of C4H10O2 in the gas phase.

Last column: Löwdin charge in e.
Element x y z (Å)
C -2.1621 -0.6277 -0.0366  -0.103
C -1.0236 0.2983 0.3819  -0.216
C 0.3373 -0.2869 0.0351  -0.416
O 0.3662 -0.5559 -1.3511  -0.031
C 1.4857 0.6591 0.3686  -0.210
O 2.6698 0.0928 -0.1869  -0.067
H -3.1386 -0.1760 0.1643  0.070
H -2.0917 -0.8451 -1.1057  0.072
H -2.1125 -1.5801 0.5039  0.076
H -1.1269 1.2668 -0.1257  0.117
H -1.0629 0.4930 1.4620  0.117
H 0.4823 -1.2227 0.6050  0.152
H 1.2986 -0.7425 -1.5416  0.088
H 1.5934 0.7819 1.4556  0.125
H 1.2774 1.6421 -0.0762  0.130
H 3.2076 0.8029 -0.5525  0.094

Results
Structure (SMILES): CC[C@@H](O)CO
Multiplicity: 1

=====

Arrangement 2

The following is a DFT calculation (ωB97M-V with the def2-TZVPD basis set) of C4H10O2 in the gas phase.

Last column: Löwdin charge in e.
Element x y z (Å)
C 0.0627 1.3614 -1.7424  -0.111
C 0.3015 1.1599 -0.2291  -0.203
C -0.4803 -0.0696 0.3724  -0.280
O -0.6557 -1.0605 -0.6335  -0.116
C 0.3657 -1.2078 1.3085  -0.145
O 0.1812 -2.6372 1.1685  -0.088
H 0.7335 2.1334 -2.1460  0.072
H 0.2550 0.4340 -2.2846  0.065
H -0.9628 1.6753 -1.9749  0.074
H 1.3765 1.0346 -0.0688  0.095
H 0.0419 2.1099 0.2734  0.106
H -1.5040 0.3550 0.5675  0.142
H -1.2708 -1.6679 -0.2008  0.091
H 0.1397 -1.0846 2.3531  0.099
H 1.3897 -0.9805 1.0142  0.105
H 0.6435 -3.0123 0.3985  0.096

Results
Structure (SMILES): CC[C@@H](O)CO
Multiplicity: 1

=====

The least stable of them is arrangement 2.

=====

Arrangement 1

The following is a DFT calculation (ωB97M-V with the def2-TZVPD basis set) of 2 unconnected molecules or ions with the total composition C4H10O2.

Last column: Löwdin charge in e.
Element x y z (Å)
C 0.7671 -0.4310 -1.9562  -0.060
O -0.2796 -0.3310 -0.9722  -0.204
C -0.7048 0.8959 -0.7595  -0.117
C -1.7154 0.8312 0.3507  -0.123
C 1.3323 0.6160 1.4115  -0.174
O 1.5357 -0.7366 1.0758  -0.117
H 0.4940 0.1520 -2.8418  0.090
H 1.6990 -0.0514 -1.5190  0.091
H 0.8758 -1.4947 -2.1946  0.096
H 1.0083 1.2273 0.5401  0.055
H -2.6987 0.9271 -0.1302  0.082
H -1.6002 1.7098 0.9945  0.074
H -1.6999 -0.0884 0.9545  0.079
H 2.2898 1.0194 1.7483  0.087
H 0.5880 0.7429 2.2152  0.085
H 0.7179 -1.0543 0.6651  0.058

Results
Multiplicity: 1

=====

Arrangement 2

The following is a DFT calculation (ωB97M-V with the def2-TZVPD basis set) of C4H10O2 in the gas phase.

Last column: Löwdin charge in e.
Element x y z (Å)
C -1.5196 -0.4241 1.4017  -0.081
O -0.2122 -0.3558 0.8554  -0.194
C 0.0821 0.7323 -0.0051  -0.363
C 1.5872 0.9350 0.1135  -0.037
C -0.3780 0.4344 -1.5481  -0.211
O -0.8424 -0.8787 -1.5994  -0.073
H -1.6272 0.2696 2.2476  0.092
H -2.2911 -0.2149 0.6487  0.095
H -1.6551 -1.4490 1.7678  0.095
H -0.5865 1.5609 0.0106  0.120
H 1.9816 0.9925 1.1411  0.086
H 1.9052 1.8206 -0.4406  0.081
H 2.0305 0.0503 -0.3595  0.089
H -1.1883 1.0716 -1.9924  0.124
H 0.5030 0.6053 -2.1818  0.102
H -0.4485 -1.2682 -0.8028  0.075

Results
Structure (SMILES): CO[C@@H](C)CO
Multiplicity: 1

=====

Arrangement 3

The following is a DFT calculation (ωB97M-V with the def2-TZVPD basis set) of 2 unconnected molecules or ions with the total composition C4H10O2.

Last column: Löwdin charge in e.
Element x y z (Å)
C 0.6676 -0.7340 -1.9839  -0.095
C 0.9641 -0.1150 -0.6188  -0.196
C -0.2411 0.0774 0.2703  -0.414
O -1.2261 -0.8221 0.1082  0.017
C -0.1222 0.3995 1.7463  -0.269
O -1.4594 0.7289 2.0296  -0.171
H 1.5971 -0.8504 -2.5512  0.073
H 0.2062 -1.7205 -1.8804  0.075
H -0.0114 -0.1031 -2.5651  0.080
H 1.7042 -0.7327 -0.0856  0.126
H 1.4146 0.8755 -0.7198  0.116
H -0.9582 1.4448 0.0643  0.176
H -1.8027 -0.5748 0.8804  0.110
H 0.5605 1.2402 1.9053  0.125
H 0.2357 -0.4763 2.3056  0.140
H -1.5292 1.3627 1.0949  0.109

Results
Multiplicity: 1

=====

Arrangement 4

The following is a DFT calculation (ωB97M-V with the def2-TZVPD basis set) of 2 unconnected molecules or ions with the total composition C4H10O2.

Last column: Löwdin charge in e.
Element x y z (Å)
C -1.4931 -0.3627 1.4936  -0.097
O -0.7588 -0.2141 0.2956  -0.258
C 0.2009 0.8344 0.3976  -0.274
C 0.9065 1.1123 -0.9229  -0.078
C 1.3719 -1.5994 -1.4521  -0.031
O 0.1317 -1.6195 -1.8605  -0.072
H -2.0488 0.5571 1.7289  0.092
H -2.2042 -1.1802 1.3554  0.093
H -0.8346 -0.5979 2.3430  0.094
H 0.9215 0.5795 1.1906  0.125
H -0.3270 1.7487 0.7123  0.120
H 0.1765 1.3204 -1.7109  0.094
H 1.5537 1.9822 -0.7909  0.087
H 1.5643 0.3204 -1.3076  0.015
H 1.3433 -1.4651 -0.3341  0.009
H -0.5039 -1.4160 -1.1380  0.080

Results
Multiplicity: 1

=====

The least stable of them is arrangement 4.

=====

Arrangement 1

The following is a DFT calculation (ωB97M-V with the def2-TZVPD basis set) of 2 unconnected molecules or ions with the total composition C4H10O2.

Last column: Löwdin charge in e.
Element x y z (Å)
C -2.1658 1.1067 -0.3365  -0.105
C -0.8088 0.8617 0.2552  -0.162
C 0.2987 0.6190 -0.4442  -0.216
O 1.5033 0.4496 0.1619  -0.144
C 2.3292 -0.5214 -0.4619  -0.089
H -2.9238 0.5032 0.1758  0.074
H -2.2027 0.8467 -1.3999  0.075
H -2.4643 2.1562 -0.2300  0.073
H -0.7139 0.9006 1.3401  0.116
H 0.3124 0.5743 -1.5382  0.133
H 1.8926 -1.5223 -0.3568  0.082
H 2.4698 -0.2899 -1.5270  0.089
H 3.2957 -0.4833 0.0445  0.092
O -0.3549 -2.1770 0.8641  -0.066
H -0.6961 -1.5037 0.2554  0.009
H 0.0200 -1.6429 1.5777  0.040

Results
Structure (SMILES): C/C=C/OC.O
Multiplicity: 1

=====

Arrangement 2

The following is a DFT calculation (ωB97M-V with the def2-TZVPD basis set) of C4H10O2 in the gas phase.

Last column: Löwdin charge in e.
Element x y z (Å)
C 0.0053 1.8065 -0.6275  -0.048
C -0.3383 0.5948 0.2216  -0.392
O -1.6971 0.1868 0.0368  -0.042
C 0.5579 -0.6191 -0.1126  -0.415
C 0.6662 -1.5832 1.0630  -0.046
O 0.0611 -1.2545 -1.2722  -0.035
H -0.0025 1.5367 -1.6902  0.091
H 1.0066 2.1721 -0.3778  0.087
H -0.7022 2.6256 -0.4528  0.084
H -0.2238 0.8464 1.2843  0.143
H -2.0821 0.7347 -0.6582  0.095
H 1.5601 -0.2576 -0.3747  0.144
H 1.1933 -1.1113 1.9011  0.081
H -0.3285 -1.8851 1.4116  0.086
H 1.2190 -2.4783 0.7641  0.081
H -0.8950 -1.3144 -1.1164  0.087

Results
Structure (SMILES): C[C@@H](O)[C@@H](C)O
Multiplicity: 1

=====

The least stable of them is arrangement 1.

=====

Arrangement 1

The following is a DFT calculation (ωB97M-V with the def2-TZVPD basis set) of C4H5FOS in the gas phase.

Last column: Löwdin charge in e.
Element x y z (Å)
C 2.4374 -0.2830 0.5935  0.136
C 1.1718 -0.0966 0.9841  -0.233
F 0.4566 -0.8764 2.0246  -0.040
C 0.1651 0.7687 0.4129  -0.224
C -0.8092 0.0542 -0.4893  -0.903
O -0.9487 -1.2678 -0.1530  -0.012
S -1.2526 0.9037 -1.7780  0.751
H 3.0429 -0.9892 0.9781  0.039
H 2.9781 0.1039 -0.1914  0.062
H -0.3673 1.4332 1.0952  0.140
H 0.7835 1.3561 -0.3323  0.123
H -0.7056 -0.9939 0.8932  0.160

Results
Structure (SMILES): C=C(F)CC(O)=S
Multiplicity: 1

=====

Arrangement 2

The following is a DFT calculation (ωB97M-V with the def2-TZVPD basis set) of C4H5FOS in the gas phase.

Last column: Löwdin charge in e.
Element x y z (Å)
C 2.1681 -0.5815 -0.8599  0.097
C 1.4872 0.1164 0.0205  -0.440
F 1.7645 1.3635 -0.0462  0.086
C 0.3978 -0.4770 0.9617  -0.134
C -0.9220 -0.6773 0.2816  -0.771
O -1.4051 -1.7910 0.0472  -0.004
S -1.8005 0.8242 -0.2022  0.826
H 2.0112 -1.6313 -1.0368  0.083
H 2.9452 0.0019 -1.1842  0.051
H 0.1554 0.1695 1.9104  0.151
H 0.9034 -1.4800 1.4239  0.175
H -0.6328 1.5258 -0.2643  -0.121

Results
Structure (SMILES): C=C(F)CC(=O)S
Multiplicity: 1

=====

The least stable of them is arrangement 1.